No. 1
Density functional theory data (the ωB97M-V functional and the def2-TZVPD basis) for a cluster of 4 separate species, C36H72BrIN2O15P3 in total at a distorted geometry.

Its charge is +1. The strongest force on any atom is 0.164 Eh/bohr.

Last columns: bonded neighbours and bond lengths (Å).
Cartesian coordinates (Å):
1 C -6.18990 -3.16757 -2.08951  O5 1.426, C18 1.517, H24 1.091, H71 1.092
2 H -0.94295 0.29529 0.97100  C59 1.114
3 C -2.16757 -4.21160 -2.96620  H4 1.096, H31 1.092, C69 1.515, H115 1.091
4 H -2.63468 -3.23330 -3.12627  C3 1.096
5 O -5.35607 -3.62517 -1.02769  C1 1.426, P62 1.655
6 H -4.89312 -3.68349 -3.74337  C18 1.093
7 P 1.33077 -3.84996 -7.09239  O13 1.642, O14 1.659, O15 1.671, O54 1.508
8 H 2.09182 -0.17699 8.04954  C9 1.116
9 C 1.38572 -0.02404 7.19920  H8 1.116, H73 1.119, H121 1.111, C128 1.597
10 C 5.99497 2.67478 1.37059  H33 1.091, H83 1.091, O91 1.418, C96 1.515
11 H 1.45900 1.99348 7.93656  C128 1.116
12 C 4.52847 3.89573 -1.56219  H40 1.094, C66 1.517, H103 1.092, H108 1.091
13 O 1.66043 -5.42128 -7.43691  P7 1.642, C92 1.425
14 O 0.28512 -3.52717 -8.33884  P7 1.659, C37 1.423
15 O 2.63171 -3.49200 -8.07805  P7 1.671, C113 1.419
16 H 2.13416 -1.82684 -9.18878  C113 1.091
17 C -2.64872 0.98735 5.43806  C97 1.571, O111 1.171, Br125 1.972
18 C -5.90304 -3.89960 -3.38659  C1 1.517, H6 1.093, H55 1.091, H82 1.091
19 H 0.42139 3.59563 1.25774  C81 1.114
20 H 3.44571 2.11387 -2.09193  C66 1.092
21 N 0.59695 2.08842 5.99292  N45 1.321, C127 1.338, C128 1.494
22 H 4.85744 2.43384 -3.08842  C66 1.092
23 H -1.41500 1.89127 7.53327  C34 1.120
24 H -6.10143 -2.09041 -2.24084  C1 1.091
25 C -0.45681 2.36294 9.42401  C34 1.570, H63 1.113, H72 1.122, H109 1.109
26 H -1.18955 -2.65054 -7.14226  C37 1.092
27 C 0.01019 -7.04004 -6.70020  H48 1.091, H89 1.092, C92 1.518, H98 1.092
28 H 4.23602 -3.12998 -1.90986  C90 1.091
29 O 5.61047 -0.61793 -0.14053  P75 1.640, C124 1.427
30 O -3.12500 -4.32582 -0.71378  P62 1.668, C69 1.421
31 H -1.14121 -4.03052 -2.64076  C3 1.092
32 C 3.10418 -1.20216 -7.34850  H56 1.095, H99 1.092, C113 1.516, H117 1.092
33 H 6.20891 3.31208 0.51142  C10 1.091
34 C -0.60870 1.43789 8.16460  H23 1.120, C25 1.570, C128 1.573, H130 1.120
35 H -1.62064 -3.01590 -8.80682  C37 1.092
36 H 4.77655 4.19338 2.29071  C96 1.090
37 C -0.81676 -2.64278 -8.16828  O14 1.423, H26 1.092, H35 1.092, C51 1.517
38 C 0.56435 3.45600 3.46770  C79 1.484, C81 1.532, C86 1.459
39 H 3.83980 2.88678 1.53346  C96 1.096
40 H 4.11168 3.97175 -0.55408  C12 1.094
41 H -5.93077 -1.39442 1.37185  C105 1.090
42 H 5.84460 -2.44328 -2.20372  C90 1.092
43 H 4.66561 2.60576 3.06567  C96 1.093
44 O 3.43163 0.22708 -0.62983  P75 1.509
45 N 1.42343 3.10453 5.82216  N21 1.321, C86 1.312
46 H 1.70946 4.55564 1.99283  C81 1.122
47 H -0.01986 8.19803 3.70920  O93 0.976
48 H -0.75588 -6.26954 -6.79862  C27 1.091
49 H -4.82089 3.44492 4.27535  C84 1.120
50 O 1.13434 7.47491 1.73578  C122 1.187
51 C -0.47202 -1.22521 -8.58476  C37 1.517, H57 1.092, H87 1.093, H94 1.091
52 H -1.17857 5.44559 2.65872  C114 1.110
53 O -3.92032 -3.05936 0.96897  P62 1.647, C126 1.419
54 O 0.33632 -4.07234 -5.98028  P7 1.508
55 H -6.60578 -3.59257 -4.16318  C18 1.091
56 H 2.26961 -1.24449 -6.64029  C32 1.095
57 H -1.35251 -0.58269 -8.52329  C51 1.092
58 H -3.30518 -1.11477 1.36362  C126 1.093
59 C -0.47847 1.21560 1.39239  H2 1.114, H67 1.119, H104 1.111, C110 1.607
60 I 2.81136 5.31709 4.46507  C86 2.169
61 H 2.14382 -7.22470 -6.62321  C92 1.092
62 P -3.93026 -2.86627 -0.66712  O5 1.655, O30 1.668, O53 1.647, O112 1.508
63 H 0.23323 1.91920 10.17629  C25 1.113
64 H -2.03079 1.00818 2.92391  C110 1.109
65 H -5.22529 -0.52098 2.74418  C105 1.092
66 C 4.47892 2.46488 -2.06463  C12 1.517, H20 1.092, H22 1.092, O123 1.424
67 H -0.51224 1.96641 0.56373  C59 1.119
68 H 1.50988 -6.07388 -5.46589  C92 1.091
69 C -2.91504 -5.02724 -1.93135  C3 1.515, O30 1.421, H77 1.091, H116 1.091
70 H -3.18055 4.83154 2.53332  C101 1.123
71 H -7.22031 -3.36762 -1.78789  C1 1.092
72 H 0.03517 3.30425 9.06203  C25 1.122
73 H 0.55539 -0.75464 7.36739  C9 1.119
74 H -0.53847 5.63758 0.99046  C114 1.118
75 P 4.70777 0.74519 -0.01242  O29 1.640, O44 1.509, O91 1.673, O123 1.657
76 H -1.08681 -0.11751 4.29578  C97 1.117
77 H -3.86732 -5.39574 -2.31517  C69 1.091
78 H -5.71348 -2.22038 2.89666  C105 1.092
79 C -0.36125 2.31598 3.68127  C38 1.484, C110 1.553, C127 1.457
80 H 4.43031 -1.42585 -2.35964  C90 1.091
81 C 0.64797 4.22678 2.14673  H19 1.114, C38 1.532, H46 1.122, C114 1.578
82 H -5.98984 -4.97938 -3.25391  C18 1.091
83 H 6.85228 2.77307 2.03807  C10 1.091
84 C -4.54915 3.29409 3.19959  H49 1.120, C101 1.579, H118 1.112, H120 1.117
85 H -1.69747 3.59888 1.24734  C102 1.117
86 C 1.38361 3.69430 4.65105  C38 1.459, N45 1.312, I60 2.169
87 H 0.29812 -0.80241 -7.93486  C51 1.093
88 H -2.53462 3.98734 3.95557  C101 1.116
89 H -0.00854 -7.61648 -7.62744  C27 1.092
90 C 4.85880 -2.24364 -1.77864  H28 1.091, H42 1.092, H80 1.091, C124 1.518
91 O 5.93919 1.31728 0.96537  C10 1.418, P75 1.673
92 C 1.39065 -6.44654 -6.48418  O13 1.425, C27 1.518, H61 1.092, H68 1.091
93 O 0.22422 7.25700 3.79291  H47 0.976, C122 1.395
94 H -0.09974 -1.19842 -9.61030  C51 1.091
95 H -3.01345 2.41878 1.33403  C102 1.122
96 C 4.74658 3.11941 2.10436  C10 1.515, H36 1.090, H39 1.096, H43 1.093
97 C -1.17290 0.49283 5.22701  C17 1.571, H76 1.117, H100 1.106, C127 1.567
98 H -0.26051 -7.69960 -5.87368  C27 1.092
99 H 4.01219 -1.44825 -6.79389  C32 1.092
100 H -0.92659 -0.11221 6.11911  C97 1.106
101 C -3.07237 3.81332 2.99355  H70 1.123, C84 1.579, H88 1.116, C102 1.571
102 C -2.25435 2.95059 1.96647  H85 1.117, H95 1.122, C101 1.571, C110 1.572
103 H 3.94926 4.55160 -2.21479  C12 1.092
104 H 0.59157 1.09132 1.66267  C59 1.111
105 C -5.26250 -1.48306 2.22870  H41 1.090, H65 1.092, H78 1.092, C126 1.519
106 H 4.02167 -1.92229 0.19626  C124 1.091
107 H 3.83152 -2.20862 -9.08419  C113 1.091
108 H 5.55512 4.26429 -1.53095  C12 1.091
109 H -1.44555 2.65185 9.83442  C25 1.109
110 C -1.35523 1.82357 2.59406  C59 1.607, H64 1.109, C79 1.553, C102 1.572
111 O -2.96530 2.11432 5.48212  C17 1.171
112 O -4.38465 -1.42862 -0.71226  P62 1.508
113 C 2.91022 -2.16678 -8.50136  O15 1.419, H16 1.091, C32 1.516, H107 1.091
114 C -0.24529 5.52552 2.06332  H52 1.110, H74 1.118, C81 1.578, C122 1.552
115 H -2.13616 -4.74396 -3.91825  C3 1.091
116 H -2.32597 -5.91276 -1.68845  C69 1.091
117 H 3.19535 -0.18018 -7.72082  C32 1.092
118 H -4.67145 2.20730 2.99588  C84 1.112
119 H 5.62336 -2.62943 0.18540  C124 1.092
120 H -5.29281 3.90414 2.63200  C84 1.117
121 H 1.87660 -0.17854 6.21430  C9 1.111
122 C 0.46421 6.84103 2.48273  O50 1.187, O93 1.395, C114 1.552
123 O 5.31145 1.60414 -1.29411  C66 1.424, P75 1.657
124 C 4.98843 -1.89110 -0.30818  O29 1.427, C90 1.518, H106 1.091, H119 1.092
125 Br -3.97452 -0.45352 5.67666  C17 1.972
126 C -3.86777 -1.92991 1.82664  O53 1.419, H58 1.093, C105 1.519, H129 1.094
127 C -0.21607 1.71226 4.99970  N21 1.338, C79 1.457, C97 1.567
128 C 0.72123 1.42250 7.32404  C9 1.597, H11 1.116, N21 1.494, C34 1.573
129 H -3.31277 -2.22632 2.72155  C126 1.094
130 H -0.98248 0.41244 8.41558  C34 1.120

---

No. 2
Density functional theory data (the ωB97M-V functional and the def2-TZVPD basis) for a cluster of 12 separate species, C36H72Cl8O8 in total at a distorted geometry.

Its charge is 0. Its SMILES is C1CCOC1.C1CCOC1.C1CCOC1.C1CCOC1.C1CCOC1.C1CCOC1.C1CCOC1.C1CCOC1.ClCCl.ClCCl.ClCCl.ClCCl. The strongest force on any atom is 0.035 Eh/bohr.

Last columns: bonded neighbours and bond lengths (Å).
Cartesian coordinates (Å):
1 H 5.70848 -5.06033 1.96099  C30 1.093
2 H 2.19930 -0.64722 -0.55882  C94 1.091
3 H 0.79436 -3.47865 1.92875  C122 1.091
4 Cl 3.53110 0.23368 2.31006  C19 1.807
5 H 1.65950 3.15119 -1.07717  C95 1.088
6 C 0.81986 -3.43121 4.17085  H9 1.088, H67 1.100, C106 1.525, C122 1.486
7 H 1.41144 5.39435 0.95142  C85 1.088
8 C 4.88958 3.13026 -1.69313  C11 1.552, C47 1.517, H86 1.088, H103 1.089
9 H 1.83616 -3.59271 4.52346  C6 1.088
10 H -1.36071 1.01696 -5.98589  C113 1.104
11 C 4.18355 4.05877 -2.71762  C8 1.552, H40 1.091, O79 1.420, H108 1.091
12 O 4.82235 -3.25404 1.81553  C30 1.427, C117 1.420
13 H 4.22190 -5.07582 2.83563  C30 1.095
14 C -5.83413 -0.09511 2.70665  H45 1.094, C61 1.529, C100 1.507, H111 1.091
15 O -4.37313 0.58256 1.01525  C61 1.436, C96 1.441
16 H -2.09961 4.30117 -0.34944  C118 1.092
17 H -4.23075 -2.23037 0.20590  C75 1.091
18 H -6.46352 0.99060 0.91763  C61 1.093
19 C 4.52765 -0.16697 3.76268  Cl4 1.807, H20 1.083, Cl51 1.755, H65 1.083
20 H 4.62354 0.75626 4.32061  C19 1.083
21 Cl -0.01458 -1.31106 -5.78888  C44 1.801
22 Cl -5.31846 -0.55990 -2.30406  C28 1.797
23 H 0.09228 4.05757 -4.00230  C80 1.087
24 H -5.98097 -0.61202 0.53893  C61 1.094
25 H 2.44921 1.77301 -1.93312  C95 1.094
26 H -2.22754 2.37992 -4.03932  C34 1.091
27 H 3.64781 3.86797 -0.09200  C47 1.092
28 C -3.71251 0.24681 -2.32764  Cl22 1.797, H59 1.084, H93 1.085, Cl121 1.767
29 H 0.57799 3.82578 0.44750  C85 1.096
30 C 4.68767 -4.67006 1.93115  H1 1.093, O12 1.427, H13 1.095, C110 1.525
31 C 3.32776 -3.85039 0.08457  H41 1.089, H64 1.087, C110 1.526, C117 1.537
32 C 0.22344 -0.48020 -1.53878  H36 1.096, H71 1.094, C94 1.547, O120 1.413
33 C -0.92468 -2.56510 2.88125  H43 1.088, O48 1.445, H60 1.089, C122 1.541
34 C -1.49290 2.79516 -4.73097  H26 1.091, H38 1.099, C80 1.544, C113 1.518
35 H -0.60500 -3.26550 -1.12937  C82 1.091
36 H -0.42758 -1.32408 -1.79551  C32 1.096
37 H -1.87977 6.42829 1.78796  C81 1.095
38 H -1.96884 3.77568 -4.87034  C34 1.099
39 C 0.11854 2.36346 4.01688  Cl53 1.786, Cl84 1.778, H102 1.082, H112 1.081
40 H 4.19658 5.11365 -2.43765  C11 1.091
41 H 3.32545 -3.95820 -0.99911  C31 1.089
42 H 0.00405 5.00425 -1.38386  C90 1.090
43 H -1.46182 -3.42738 2.49217  C33 1.088
44 C 0.62864 -2.94929 -5.40479  Cl21 1.801, H92 1.085, Cl104 1.765, H119 1.083
45 H -6.17279 0.80825 3.22224  C14 1.094
46 H -1.91271 2.32717 -6.90771  C113 1.089
47 C 3.75947 2.96439 -0.69518  C8 1.517, H27 1.092, H62 1.089, C95 1.529
48 O -1.23834 -2.34948 4.27515  C33 1.445, C106 1.406
49 H -3.86256 -5.06771 0.79127  C73 1.094
50 H -0.14388 -2.72850 6.03874  C106 1.092
51 Cl 3.80648 -1.43218 4.74233  C19 1.755
52 H 4.10835 -1.78248 0.58539  C117 1.088
53 Cl 1.76141 2.53182 4.69634  C39 1.786
54 O -2.25402 -2.39331 -0.35534  C75 1.435, C82 1.420
55 H 3.02164 -5.77834 0.96570  C110 1.091
56 C 0.81807 2.31994 -5.18413  H72 1.090, C80 1.532, H83 1.100, O99 1.406
57 H -4.25018 -0.38396 4.16367  C100 1.091
58 H 1.15845 -1.95026 2.69388  C122 1.096
59 H -3.83526 1.32343 -2.32910  C28 1.084
60 H -1.11877 -1.64888 2.32505  C33 1.089
61 C -5.74799 0.21824 1.21243  C14 1.529, O15 1.436, H18 1.093, H24 1.094
62 H 3.71286 2.07721 -0.06571  C47 1.089
63 H -0.03270 6.57249 -0.51206  C90 1.092
64 H 2.36508 -3.53647 0.48078  C31 1.087
65 H 5.48421 -0.48045 3.36309  C19 1.083
66 C 0.66008 0.29797 0.70281  C94 1.524, H101 1.092, H114 1.092, C123 1.538
67 H 0.27743 -4.38384 4.26429  C6 1.100
68 H -2.10442 -3.51011 -2.10473  C82 1.097
69 H 0.51318 -1.50569 5.06181  C106 1.102
70 H -1.49207 -4.89696 0.52563  C77 1.093
71 H 0.76784 -0.36236 -2.48072  C32 1.094
72 H 1.79956 2.79010 -5.24303  C56 1.090
73 C -3.51551 -4.33158 0.05978  H49 1.094, C75 1.519, C77 1.527, H109 1.096
74 H -2.65808 -0.08887 1.96349  C96 1.089
75 C -3.36787 -2.86292 0.41830  H17 1.091, O54 1.435, C73 1.519, H76 1.092
76 H -3.15476 -2.75086 1.48292  C75 1.092
77 C -2.10875 -4.74608 -0.36466  H70 1.093, C73 1.527, C82 1.541, H88 1.088
78 H 4.51565 -5.68327 0.05812  C110 1.093
79 O 2.86652 3.53547 -2.81020  C11 1.420, C95 1.435
80 C -0.07942 2.99320 -4.14101  H23 1.087, C34 1.544, C56 1.532, H116 1.093
81 C -1.69119 5.40149 1.45702  H37 1.095, H91 1.092, O97 1.435, C118 1.525
82 C -1.67795 -3.45929 -1.09570  H35 1.091, O54 1.420, H68 1.097, C77 1.541
83 H 1.01592 1.26927 -4.92336  C56 1.100
84 Cl -0.88711 1.32139 5.04922  C39 1.778
85 C 0.47869 4.88205 0.72330  H7 1.088, H29 1.096, C90 1.527, O97 1.432
86 H 5.11363 2.16262 -2.13760  C8 1.088
87 H -2.30296 6.02801 -0.58236  C118 1.094
88 H -1.99808 -5.61046 -1.01535  C77 1.088
89 H -1.37503 -0.08521 0.43162  C123 1.102
90 C -0.26461 5.50714 -0.45473  H42 1.090, H63 1.092, C85 1.527, C118 1.507
91 H -2.51012 4.82739 1.89466  C81 1.092
92 H 1.38323 -3.11947 -6.16560  C44 1.085
93 H -3.17260 -0.05092 -1.43507  C28 1.085
94 C 1.13874 -0.72885 -0.31642  H2 1.091, C32 1.547, C66 1.524, H105 1.092
95 C 2.54499 2.81450 -1.61172  H5 1.088, H25 1.094, C47 1.529, O79 1.435
96 C -3.57955 0.43646 2.20910  O15 1.441, H74 1.089, C100 1.514, H124 1.089
97 O -0.40817 4.89044 1.84725  C81 1.435, C85 1.432
98 H 5.23250 -2.89057 -0.17511  C117 1.101
99 O 0.10341 2.38312 -6.39366  C56 1.406, C113 1.423
100 C -4.42317 -0.46171 3.08908  C14 1.507, H57 1.091, C96 1.514, H107 1.094
101 H 1.30023 1.17523 0.81623  C66 1.092
102 H 0.28401 1.83645 3.08594  C39 1.082
103 H 5.75395 3.64940 -1.28151  C8 1.089
104 Cl 1.44025 -2.86092 -3.84020  C44 1.765
105 H 1.00086 -1.76502 -0.00158  C94 1.092
106 C -0.03006 -2.46173 4.98622  C6 1.525, O48 1.406, H50 1.092, H69 1.102
107 H -4.33078 -1.53096 2.87603  C100 1.094
108 H 4.72738 3.92174 -3.65363  C11 1.091
109 H -4.23425 -4.51460 -0.74650  C73 1.096
110 C 3.86262 -5.12405 0.73221  C30 1.525, C31 1.526, H55 1.091, H78 1.093
111 H -6.55053 -0.89521 2.90120  C14 1.091
112 H -0.26194 3.37306 3.95753  C39 1.081
113 C -1.25466 2.11304 -6.06622  H10 1.104, C34 1.518, H46 1.089, O99 1.423
114 H 0.55961 -0.23494 1.65066  C66 1.092
115 H -1.10868 1.68843 0.47455  C123 1.086
116 H -0.02779 2.44291 -3.19827  C80 1.093
117 C 4.38908 -2.83198 0.53051  O12 1.420, C31 1.537, H52 1.088, H98 1.101
118 C -1.70123 5.27686 -0.06308  H16 1.092, C81 1.525, H87 1.094, C90 1.507
119 H -0.11965 -3.72850 -5.48590  C44 1.083
120 O -0.50933 0.69775 -1.26782  C32 1.413, C123 1.422
121 Cl -2.81629 -0.39554 -3.70827  C28 1.767
122 C 0.58326 -2.87609 2.81306  H3 1.091, C6 1.486, C33 1.541, H58 1.096
123 C -0.70196 0.73803 0.14096  C66 1.538, H89 1.102, H115 1.086, O120 1.422
124 H -3.45252 1.44242 2.60762  C96 1.089

---

Number 1: HOMO -11.36 eV. Number 2: HOMO -9.14 eV.